Entry from OMol25: one molecule with the formula C21H32ClN3O3S (wB97M-V/def2-TZVPD).

Summary:
SMILES: COc1ccc(NC(=S)N(CCCOC(C)C)C2CCN(C(C)=O)CC2)cc1Cl
2S+1: 1
HOMO-LUMO gap (eV): 8.426
DFT total energy (Eh): -2067.79155
Total charge: 0
ΔE to the lowest compared entry with this formula, charge and spin (kJ/mol): 22.03
Largest force on an atom (eV Å⁻¹): 0.8

CARTESIAN COORDINATES (ANGSTROEM)
C (-4.21, -1.59, -2.04)
O (-4.09, -1.88, -0.66)
C (-2.89, -1.65, -0.07)
C (-1.69, -1.42, -0.74)
C (-0.53, -1.16, -0.04)
C (-0.54, -1.09, 1.35)
N (0.59, -0.74, 2.09)
C (1.70, -0.01, 1.78)
S (3.04, -0.33, 2.72)
N (1.68, 0.96, 0.83)
C (2.94, 1.56, 0.43)
C (3.54, 0.93, -0.83)
C (3.82, -0.56, -0.70)
O (2.64, -1.29, -0.97)
C (2.81, -2.70, -0.95)
C (2.61, -3.28, 0.45)
C (1.81, -3.31, -1.93)
C (0.45, 1.65, 0.49)
C (0.33, 2.02, -0.99)
C (-0.89, 2.94, -1.17)
N (-1.82, 2.77, -0.07)
C (-2.91, 1.98, -0.24)
C (-3.82, 1.79, 0.95)
O (-3.15, 1.47, -1.33)
C (-1.30, 3.25, 1.20)
C (0.20, 2.92, 1.32)
C (-1.72, -1.38, 2.03)
C (-2.87, -1.66, 1.33)
Cl (-4.33, -1.99, 2.18)
H (-3.89, -0.57, -2.25)
H (-3.64, -2.30, -2.65)
H (-5.27, -1.70, -2.27)
H (-1.67, -1.44, -1.82)
H (0.40, -1.01, -0.57)
H (0.72, -1.26, 2.96)
H (2.78, 2.63, 0.27)
H (3.65, 1.45, 1.26)
H (4.47, 1.45, -1.04)
H (2.87, 1.06, -1.68)
H (4.60, -0.85, -1.43)
H (4.20, -0.79, 0.31)
H (3.83, -2.94, -1.30)
H (2.87, -4.34, 0.45)
H (1.58, -3.16, 0.76)
H (3.25, -2.77, 1.17)
H (1.93, -2.85, -2.91)
H (1.98, -4.38, -2.02)
H (0.79, -3.14, -1.59)
H (-0.38, 0.98, 0.72)
H (0.22, 1.11, -1.59)
H (1.22, 2.55, -1.34)
H (-0.59, 3.99, -1.19)
H (-1.42, 2.71, -2.09)
H (-3.33, 1.18, 1.71)
H (-4.11, 2.74, 1.37)
H (-4.71, 1.26, 0.61)
H (-1.45, 4.34, 1.26)
H (-1.84, 2.78, 2.01)
H (0.46, 2.75, 2.36)
H (0.81, 3.74, 0.95)
H (-1.74, -1.37, 3.11)